(1)
Here is a structure of composition C32H33CdN8O2Se2 from OMol25. Energies are from the ωB97M-V functional and the def2-TZVPD basis.

The geometry in XYZ format:
```
78
Properties=species:S:1:pos:R:3
Cd 0.8829 -0.3828 1.1157
Se 6.8439 -0.7140 6.2171
N 6.7216 -0.9347 4.4554
C 5.4549 -0.8858 4.1361
C 4.9595 -1.0206 2.7793
C 5.8146 -1.1899 1.6876
C 5.2741 -1.2914 0.4252
C 3.8899 -1.2267 0.2832
N 3.0724 -1.0831 1.3165
C 3.5796 -0.9674 2.5507
C 2.6448 -0.7570 3.6640
N 1.3379 -0.6997 3.3806
C 0.4683 -0.4863 4.3552
C 0.8495 -0.3248 5.6839
C 2.1892 -0.3871 5.9961
C 3.1147 -0.6107 4.9738
C 4.5419 -0.6833 5.2224
N 5.0803 -0.5723 6.4081
H 6.8818 -1.2286 1.8561
H 5.8985 -1.4119 -0.4474
H 3.4198 -1.2724 -0.6912
H -0.5756 -0.4356 4.0666
H 0.1016 -0.1471 6.4417
H 2.5440 -0.2640 7.0095
C -3.8872 -4.3632 -3.5307
C -4.0365 -3.4724 -2.3068
C -2.9622 -3.7039 -1.2500
C -1.5713 -3.2180 -1.6456
N -1.5475 -1.7902 -1.9457
C -1.6080 -0.7969 -1.0408
Se -1.6243 -1.0442 0.8191
N -1.6315 0.3854 -1.6735
C -1.7514 1.7097 -1.0790
C -3.1414 2.3013 -1.2842
C -4.2407 1.5917 -0.4965
C -4.1764 1.8693 0.9979
C -1.5465 0.1557 -3.0360
C -1.4853 1.0320 -4.1141
C -1.3740 0.4662 -5.3682
C -1.3201 -0.9206 -5.5444
C -1.3750 -1.7923 -4.4757
C -1.4923 -1.2281 -3.2104
H -4.7141 -4.2160 -4.2233
H -3.8761 -5.4147 -3.2439
H -2.9673 -4.1610 -4.0804
H -5.0094 -3.6576 -1.8481
H -4.0444 -2.4189 -2.6050
H -2.8837 -4.7732 -1.0351
H -3.2429 -3.2200 -0.3137
H -1.2086 -3.7284 -2.5370
H -0.8565 -3.3975 -0.8390
H -0.9823 2.3302 -1.5454
H -1.5096 1.6143 -0.0200
H -3.3753 2.2985 -2.3515
H -3.0986 3.3504 -0.9789
H -4.1916 0.5134 -0.6824
H -5.2088 1.9167 -0.8820
H -3.2616 1.4814 1.4456
H -5.0144 1.4067 1.5164
H -4.2189 2.9417 1.1901
H -1.5154 2.1032 -3.9799
H -1.3217 1.1078 -6.2362
H -1.2261 -1.3191 -6.5443
H -1.3155 -2.8599 -4.6264
C 1.2345 5.3049 1.1296
N 1.4177 4.0223 0.4716
C 1.8161 3.9292 -0.8248
C 1.9554 2.7466 -1.4647
C 1.6602 1.5537 -0.7115
O 1.6289 0.3920 -1.1670
N 1.3256 1.6923 0.5855
C 1.1531 2.8694 1.2264
O 0.7898 2.9474 2.3898
H 1.6184 6.0915 0.4847
H 1.7711 5.3086 2.0762
H 0.1783 5.4800 1.3344
H 2.0089 4.8732 -1.3168
H 2.2664 2.6862 -2.4945
```

As for the total charge: +1. The value obtained for the HOMO energy is -11.00 eV. Its energy relative to the best compared isomer or geometry (same formula, charge and spin) is 0.0758 eV. The spin multiplicity is 1. As for the HOMO-LUMO gap: 7.88 eV. The calculation puts the total energy at -184991.82061 eV.

(2)
Here is a structure of composition C32H33Cl2F4N8O2V from OMol25. Energies are from the ωB97M-V functional and the def2-TZVPD basis.

The geometry in XYZ format:
```
82
Properties=species:S:1:pos:R:3
V 0.3038 -0.1428 -0.0622
Cl -1.0228 -6.8518 -0.5624
C -0.4862 -5.3216 0.0727
C -0.2919 -4.2696 -0.8138
C 0.1269 -3.0415 -0.3252
N 0.3626 -1.8871 -1.0658
C 0.8482 -1.9335 -2.3379
O 0.7269 -2.8478 -3.1610
C 1.6258 -0.7069 -2.6093
C 2.1983 -0.4426 -3.8474
C 2.9932 0.6671 -4.0284
C 3.2241 1.4999 -2.9072
C 2.6100 1.2122 -1.7206
N 1.7721 0.1564 -1.5327
C 0.3588 -2.8643 1.0629
C 0.1608 -3.9255 1.9317
C -0.2629 -5.1507 1.4298
Cl -0.5080 -6.4618 2.5513
N 0.7564 -1.5494 1.3880
C 1.1645 -1.1876 2.6022
O 1.3168 -1.8518 3.6295
C 1.4985 0.2921 2.6436
C 2.0570 0.8368 3.7889
C 2.3730 2.1814 3.8045
C 2.1254 2.9412 2.6701
C 1.5573 2.3245 1.5715
N 1.2408 1.0278 1.5506
H -0.4517 -4.3972 -1.8726
H 2.0039 -1.1529 -4.6411
H 3.4457 0.8848 -4.9865
H 3.8849 2.3551 -2.9725
H 2.7799 1.8405 -0.8533
H 0.3284 -3.7969 2.9884
H 2.2143 0.1732 4.6276
H 2.8047 2.6369 4.6869
H 2.3506 3.9981 2.6350
H 1.3261 2.8916 0.6799
C -3.9141 0.6798 -1.6335
N -2.7501 -0.1382 -1.8835
C -2.5383 -0.3535 -3.2992
C -2.7759 -1.3869 -1.1466
C -2.6472 -1.2380 0.3720
N -1.6902 -0.2005 0.7676
C -1.7688 0.1674 2.0829
C -1.5607 1.5141 2.4588
F -1.3969 2.4454 1.4908
C -1.5231 1.9510 3.7617
F -1.2995 3.2606 4.0001
C -1.7386 1.0881 4.8215
C -1.9921 -0.2258 4.4906
F -2.2030 -1.1222 5.4684
C -2.0088 -0.6768 3.1830
F -2.1915 -1.9931 2.9928
H -4.8535 0.2045 -1.9717
H -4.0046 0.8876 -0.5650
H -3.8163 1.6330 -2.1616
H -3.3784 -0.8923 -3.7750
H -2.4101 0.6087 -3.7960
H -1.6291 -0.9389 -3.4502
H -3.7084 -1.9479 -1.3498
H -1.9564 -1.9954 -1.5227
H -3.6319 -0.9831 0.7906
H -2.4025 -2.2318 0.7624
H -1.7062 1.4188 5.8484
C -0.0342 3.6730 -4.1482
C -0.4518 3.5473 -2.6855
C 0.5056 4.3819 -1.8185
C -1.8844 4.0360 -2.5002
N -0.3963 2.1150 -2.3924
N -0.5827 1.7622 -1.0160
H -0.0804 4.7145 -4.4721
H -0.6946 3.0760 -4.7782
H 0.9884 3.3137 -4.2880
H 0.5270 5.4151 -2.1715
H 1.5187 3.9767 -1.8759
H 0.1971 4.4189 -0.7691
H -1.9465 5.1104 -2.6896
H -2.2403 3.8521 -1.4841
H -2.5504 3.5192 -3.1929
H 0.5119 1.7531 -2.6540
H -1.5326 1.4159 -0.9100
H -0.4629 2.5795 -0.4286
```

As for the total charge: -1. The value obtained for the HOMO energy (alpha / beta) is -2.91 / -4.54 eV. Its energy relative to the best compared isomer or geometry (same formula, charge and spin) is 0.2996 eV. The spin multiplicity is 4. As for the HOMO-LUMO gap (alpha / beta): 5.11 / 6.74 eV. The calculation puts the total energy at -111342.44901 eV.

(3)
Here is a structure of composition C32H33Cl2F4N8O2V in a non-equilibrium geometry from OMol25. Energies are from the ωB97M-V functional and the def2-TZVPD basis.

The geometry in XYZ format:
```
82
Properties=species:S:1:pos:R:3
V -1.0002 -0.2699 -0.3134
Cl -6.4676 0.4471 -4.0062
C -4.8746 0.0207 -3.4853
C -4.6096 -0.0532 -2.1280
C -3.3300 -0.3996 -1.7114
N -2.8679 -0.4627 -0.4355
C -3.6014 -0.5538 0.6849
O -4.8107 -0.3350 0.8391
C -2.7034 -0.9946 1.7675
C -3.1641 -1.1463 3.0702
C -2.3036 -1.5889 4.0552
C -0.9897 -1.8818 3.6691
C -0.6167 -1.7269 2.3510
N -1.4207 -1.2665 1.3855
C -2.3259 -0.7518 -2.6529
C -2.6053 -0.6299 -4.0080
C -3.8734 -0.2338 -4.4113
Cl -4.1883 -0.0627 -6.1033
N -1.1517 -1.1881 -2.0625
C -0.2792 -1.9115 -2.7776
O -0.3714 -2.2142 -3.9730
C 0.9091 -2.4275 -2.0222
C 1.9963 -2.8723 -2.7796
C 3.1183 -3.3622 -2.1448
C 3.1021 -3.4198 -0.7565
C 1.9650 -2.9839 -0.0960
N 0.8942 -2.4737 -0.6885
H -5.3701 0.1684 -1.3964
H -4.1998 -0.9072 3.2642
H -2.6298 -1.7222 5.0763
H -0.2778 -2.2580 4.3906
H 0.3785 -2.0152 2.0478
H -1.8470 -0.8413 -4.7435
H 1.9161 -2.8242 -3.8546
H 3.9797 -3.6966 -2.7066
H 3.9480 -3.8013 -0.2038
H 1.9111 -3.0718 0.9834
C -0.0273 2.9732 1.0450
N -1.1235 2.0265 1.1791
C -1.5222 1.9504 2.5739
C -2.2488 2.4547 0.3556
C -1.8910 2.4103 -1.1388
N -0.8675 1.4227 -1.3658
C -0.1249 1.5305 -2.4522
C 1.1317 0.8671 -2.4710
F 1.4767 0.2118 -1.3123
C 2.0048 0.9160 -3.5257
F 3.2033 0.2895 -3.4435
C 1.7045 1.6468 -4.6679
C 0.4902 2.3161 -4.6909
F 0.1817 3.0394 -5.7917
C -0.3974 2.2768 -3.6393
F -1.5736 2.9455 -3.7806
H -0.3635 4.0109 1.2136
H 0.4084 2.8962 0.0515
H 0.7392 2.7399 1.7785
H -1.7648 2.9460 2.9846
H -0.7119 1.5113 3.1532
H -2.3954 1.3114 2.6855
H -2.5625 3.4861 0.6145
H -3.0910 1.7898 0.5505
H -1.5267 3.4018 -1.4477
H -2.7964 2.1937 -1.7239
H 2.3788 1.6941 -5.5018
C 3.6722 0.6080 4.5873
C 3.3240 -0.1005 3.2758
C 4.4230 0.1805 2.2386
C 3.2258 -1.6124 3.5116
N 1.9838 0.3663 2.8677
N 1.6519 0.3378 1.4937
H 4.6249 0.2514 4.9721
H 2.9028 0.4180 5.3312
H 3.7490 1.6839 4.4327
H 5.3830 -0.1509 2.6287
H 4.4924 1.2461 2.0206
H 4.2294 -0.3578 1.3121
H 4.1356 -1.9975 3.9679
H 3.0676 -2.1281 2.5683
H 2.3837 -1.8207 4.1652
H 1.8440 1.3213 3.1865
H 1.6057 -0.6234 1.1692
H 2.3329 0.8333 0.9147
```

As for the total charge: -1. The value obtained for the HOMO energy (alpha / beta) is -2.66 / -4.62 eV. Its energy relative to the best compared isomer or geometry (same formula, charge and spin) is 1.9303 eV. The spin multiplicity is 4. As for the HOMO-LUMO gap (alpha / beta): 4.78 / 6.74 eV. The calculation puts the total energy at -111340.81831 eV.

(4)
Here is a structure of composition C32H33N7O5Ti in a non-equilibrium geometry from OMol25. Energies are from the ωB97M-V functional and the def2-TZVPD basis.

The geometry in XYZ format:
```
78
Properties=species:S:1:pos:R:3
Ti 0.4314 -0.1187 -0.1114
C 3.6387 -2.5920 0.9438
C 2.4508 -1.7198 1.2758
O 2.3696 -0.6219 0.6170
C 1.5603 -2.1248 2.2534
C 0.5599 -1.2381 2.7421
C -0.0070 -1.4094 4.1247
N 0.2136 -0.2347 1.9989
N -0.5164 0.8019 2.5734
C -0.4625 1.7913 1.7290
O 0.1678 1.7664 0.5902
C -1.1512 3.0636 2.0973
C -1.2305 4.1028 1.1706
C -1.8713 5.2863 1.4991
C -2.4464 5.4422 2.7539
C -2.3860 4.4038 3.6752
C -1.7463 3.2200 3.3497
H 4.4593 -1.9591 0.6058
H 3.3644 -3.2417 0.1083
H 3.9574 -3.2120 1.7819
H 1.7511 -3.0512 2.7780
H 0.4124 -2.2922 4.6048
H -1.0934 -1.5018 4.0666
H 0.2002 -0.5269 4.7311
H -0.8207 3.9356 0.1868
H -1.9415 6.0812 0.7658
H -2.9569 6.3643 3.0086
H -2.8485 4.5147 4.6493
H -1.6983 2.3970 4.0489
C -3.6120 3.7015 -2.0691
C -2.6803 2.4899 -1.9066
O -2.6712 1.9476 -0.7941
C -1.8902 2.1536 -3.0330
C -0.9517 1.0976 -3.1121
C 0.2066 1.2616 -4.0814
N -0.9467 -0.0691 -2.5079
N -2.1957 -0.5658 -2.1548
C -2.2249 -1.0984 -0.9902
O -1.2939 -1.0250 -0.0759
C -3.4558 -1.8305 -0.5791
C -3.6136 -2.2437 0.7419
C -4.7587 -2.9204 1.1361
C -5.7618 -3.1959 0.2170
C -5.6093 -2.7858 -1.1031
C -4.4678 -2.1097 -1.4982
H -3.3387 4.4555 -1.3268
H -3.5914 4.1437 -3.0667
H -4.6297 3.3780 -1.8392
H -1.8824 2.8743 -3.8464
H -0.1566 0.9792 -5.0756
H 0.5907 2.2814 -4.1436
H 1.0012 0.5684 -3.8105
H -2.8234 -2.0179 1.4456
H -4.8662 -3.2321 2.1694
H -6.6567 -3.7263 0.5246
H -6.3865 -2.9967 -1.8299
H -4.3325 -1.7791 -2.5191
N 1.0820 -1.9465 -1.3142
C 1.4128 -2.8878 -1.9153
C 1.8189 -3.9958 -2.6434
C 2.4129 -3.8596 -3.9455
C 2.8601 -4.9585 -4.6261
C 2.7627 -6.2633 -4.0902
C 2.1734 -6.4030 -2.8134
C 1.7151 -5.3259 -2.1049
H 2.4953 -2.8729 -4.3858
H 3.2983 -4.8147 -5.6103
H 3.1130 -7.1251 -4.6440
H 2.0724 -7.3922 -2.3747
H 1.2625 -5.4662 -1.1302
N 3.3201 2.6107 -0.9744
C 2.0787 2.2062 -1.4090
N 1.2135 3.2067 -1.7246
O 1.8202 1.0125 -1.5259
H 3.6966 3.4672 -1.3385
H 3.9619 1.8441 -0.8571
H 1.2927 4.0430 -1.1712
H 0.2603 2.8917 -1.8725
```

As for the total charge: -2. The value obtained for the HOMO energy (alpha / beta) is 0.93 / -1.30 eV. Its energy relative to the best compared isomer or geometry (same formula, charge and spin) is 0.4074 eV. The spin multiplicity is 3. As for the HOMO-LUMO gap (alpha / beta): 3.34 / 5.56 eV. The calculation puts the total energy at -77506.51437 eV.

(5)
Here is a structure of composition C32H34As2Cl3N3O8Ru in a non-equilibrium geometry from OMol25. Energies are from the ωB97M-V functional and the def2-TZVPD basis.

The geometry in XYZ format:
```
83
Properties=species:S:1:pos:R:3
Ru 0.1299 0.9033 0.1416
C -1.2290 -0.1077 4.1330
As -0.1034 0.8409 2.8690
C 0.1476 2.4932 3.8757
C 1.6696 0.0841 3.2288
C 1.9026 -0.6690 4.3767
C 3.1795 -1.1056 4.7009
C 4.2486 -0.7841 3.8762
C 4.0265 -0.0489 2.7216
C 2.7457 0.3820 2.3861
As 2.4816 1.3735 0.7301
C 4.0885 0.9491 -0.2661
C 2.8957 3.1965 1.2225
H -0.8726 0.0235 5.1490
H -1.2816 -1.1630 3.8795
H -2.2208 0.3241 4.0419
H 0.8333 2.3128 4.6971
H -0.8113 2.8270 4.2633
H 0.5458 3.2661 3.2265
H 1.0787 -0.9199 5.0314
H 3.3391 -1.6895 5.6005
H 5.2530 -1.1057 4.1282
H 4.8644 0.1815 2.0782
H 4.2707 -0.1170 -0.2630
H 4.9221 1.4810 0.1758
H 3.9590 1.2886 -1.2905
H 3.6404 3.1714 2.0104
H 2.0056 3.7176 1.5492
H 3.2961 3.7045 0.3506
C 1.3142 1.6765 -3.7163
C -0.0915 1.3639 -3.3311
N -0.5061 1.0437 -2.1189
C -1.8659 0.8571 -2.1940
C -2.2779 1.0381 -3.4733
N -1.1441 1.3616 -4.1738
C -3.5701 0.9428 -4.1922
O -4.6215 0.6498 -3.4565
O -3.5989 1.0999 -5.3908
C -2.6405 0.5683 -0.9615
O -3.8692 0.3962 -1.0350
O -1.9616 0.4805 0.1293
H 1.8138 2.1456 -2.8726
H 1.3506 2.3570 -4.5670
H 1.8575 0.7661 -3.9819
H -1.1578 1.5603 -5.1621
H -4.3609 0.5715 -2.4888
Cl 0.8779 5.5036 -1.1155
C -0.5075 5.2323 -0.0102
Cl -1.8183 6.2967 -0.4505
Cl -0.0094 5.5784 1.6576
C -0.9219 3.7265 -0.1766
O -1.9422 3.4584 -0.7487
O -0.0001 2.9153 0.3289
C -4.9618 -1.1728 0.7334
O -3.7013 -1.8745 0.6101
C -3.2840 -2.1761 -0.5890
C -4.0104 -1.9967 -1.7512
C -3.4376 -2.3311 -2.9576
C -2.1109 -2.8530 -3.0272
C -1.3780 -3.0567 -1.9044
C -1.9390 -2.7321 -0.6374
N -1.3292 -2.9427 0.5143
C -0.0788 -3.6282 0.6777
C 1.0855 -3.2510 -0.0205
C 2.1036 -4.1819 -0.3276
C 3.1534 -3.8389 -1.1454
C 3.2216 -2.5497 -1.6777
C 2.2853 -1.5884 -1.3117
C 1.2588 -1.9002 -0.4352
O 0.3948 -1.0044 0.0956
H -5.0876 -0.9699 1.7879
H -5.7803 -1.7961 0.3780
H -4.9199 -0.2398 0.1734
H -5.0092 -1.5849 -1.7186
H -4.0084 -2.1901 -3.8688
H -1.6850 -3.1091 -3.9899
H -0.3905 -3.4864 -1.9690
H -1.9185 -2.8042 1.3216
H -0.0975 -4.5007 1.3204
H 2.0081 -5.1985 0.0463
H 3.9073 -4.5752 -1.3968
H 4.0151 -2.2905 -2.3703
H 2.3401 -0.5770 -1.6830
```

As for the total charge: +1. The value obtained for the HOMO energy (alpha / beta) is -9.94 / -11.47 eV. Its energy relative to the best compared isomer or geometry (same formula, charge and spin) is 1.6707 eV. The spin multiplicity is 6. As for the HOMO-LUMO gap (alpha / beta): 7.42 / 6.15 eV. The calculation puts the total energy at -216406.04063 eV.

(6)
Here is a structure of composition C32H34AsN3O3OsS2 from OMol25. Energies are from the ωB97M-V functional and the def2-TZVPD basis.

The geometry in XYZ format:
```
76
Properties=species:S:1:pos:R:3
Os -0.4253 0.2511 -0.1979
C 2.4273 -2.0288 -2.6793
C 3.4778 -2.1072 -1.6095
C 4.7955 -2.3610 -1.9699
C 5.8008 -2.4345 -1.0203
C 5.5007 -2.2279 0.3137
C 4.1992 -1.9554 0.7197
C 3.9187 -1.6866 2.1710
C 3.1936 -1.9281 -0.2518
N 1.8618 -1.6276 0.1773
C 1.2623 -2.3309 1.1875
O 1.6311 -3.4515 1.4962
C 0.3680 -1.5653 2.1309
C 0.3253 -1.9430 3.4675
C -0.1859 -1.0505 4.3973
C -0.5373 0.2343 3.9995
C -0.4781 0.5263 2.6536
N -0.1443 -0.4017 1.7538
C -0.4924 1.9234 2.0787
O -0.6871 2.8943 2.7697
N -0.1417 1.9248 0.7374
C 0.2547 3.1789 0.1616
C -0.7083 4.0850 -0.2729
C -2.1693 3.7654 -0.1510
C -0.2735 5.2777 -0.8358
C 1.0793 5.5532 -0.9630
C 2.0186 4.6381 -0.5175
C 1.6204 3.4362 0.0574
C 2.6372 2.4468 0.5609
H 1.5887 -2.6835 -2.4518
H 2.8448 -2.3408 -3.6359
H 2.0284 -1.0195 -2.7791
H 5.0291 -2.5067 -3.0173
H 6.8193 -2.6404 -1.3229
H 6.2862 -2.2584 1.0587
H 4.8419 -1.4315 2.6885
H 3.4821 -2.5615 2.6581
H 3.2231 -0.8528 2.2933
H 0.7327 -2.9036 3.7470
H -0.2359 -1.3288 5.4415
H -0.8157 1.0105 4.6981
H -2.4290 2.9081 -0.7759
H -2.7744 4.6132 -0.4693
H -2.4330 3.5220 0.8798
H -1.0088 5.9937 -1.1823
H 1.4018 6.4861 -1.4075
H 3.0761 4.8554 -0.6085
H 3.6421 2.8580 0.4728
H 2.5980 1.5110 -0.0010
H 2.4664 2.2036 1.6129
S -2.6321 0.1718 -0.1969
C -3.1772 0.6068 -1.8145
C -4.5328 0.4971 -2.1313
C -4.9791 0.8477 -3.3891
C -4.0635 1.3062 -4.3381
C -2.7227 1.4098 -4.0298
C -2.2503 1.0573 -2.7573
S -0.5517 1.1671 -2.3789
H -5.2255 0.1401 -1.3778
H -6.0290 0.7662 -3.6366
H -4.4056 1.5815 -5.3277
H -2.0147 1.7623 -4.7697
C -0.1509 -4.0769 -1.1357
As -1.0282 -2.3438 -1.3688
C -1.1579 -2.2308 -3.3076
C -2.8360 -2.9716 -1.0055
O 1.3444 -0.5255 -0.4838
H -0.5030 -4.7558 -1.9126
H -0.4175 -4.4740 -0.1574
H 0.9332 -3.9991 -1.1703
H -1.4451 -3.2025 -3.7099
H -0.2116 -1.9120 -3.7370
H -1.9147 -1.4887 -3.5572
H -2.9616 -3.9587 -1.4507
H -3.5581 -2.2825 -1.4388
H -3.0056 -3.0306 0.0686
```

As for the total charge: 0. The value obtained for the HOMO energy (alpha / beta) is -7.19 / -7.19 eV. Its energy relative to the best compared isomer or geometry (same formula, charge and spin) is 2.0098 eV. The spin multiplicity is 1. As for the HOMO-LUMO gap (alpha / beta): 5.93 / 5.93 eV. The calculation puts the total energy at -129326.48389 eV.

Question: Number 1 is which compound?
Answer: C32H33CdN8O2Se2